Entry 1:
31
Properties=species:S:1:pos:R:3:nbo_charge:R:1 method="wB97M-V/def2-TZVPD" homo_lumo_gap_ev="7.65 / 7.65" de_lowest_kcal_mol=88.82 lumo_energy_ev="-1.084 / -1.084" e_homo_ev="-8.736 / -8.737"
C -1.26 -2.25 0.13 0.74
C 0.15 -2.57 0.14 -0.78
C 1.45 1.18 -0.51 0.32
C 1.58 0.35 0.60 -0.22
C 0.51 0.29 1.57 -0.65
C 2.94 0.25 1.21 -0.62
C -2.87 0.37 0.27 -0.63
C 0.30 2.49 -2.01 -0.26
C -3.01 -0.78 -0.64 -0.08
O -2.01 -2.91 0.82 -0.61
O 1.13 -1.17 -1.97 -0.89
O 2.62 -2.02 -0.18 -0.90
O -1.71 -1.32 -0.81 -0.53
O 0.22 1.70 -0.85 -0.47
S 1.35 -1.62 -0.64 2.14
H 0.40 -3.32 0.89 0.28
H 2.25 1.54 -1.13 0.19
H 0.05 -0.70 1.62 0.24
H -0.30 0.95 1.36 0.23
H 0.81 0.40 2.58 0.23
H 3.72 0.58 0.60 0.21
H 3.27 -0.66 1.63 0.24
H 3.11 0.86 2.05 0.21
H -2.59 0.08 1.28 0.21
H -2.11 1.10 0.00 0.21
H -3.83 0.93 0.43 0.21
H 0.70 3.41 -1.67 0.17
H -0.71 2.73 -2.12 0.21
H 0.89 2.17 -2.84 0.20
H -3.39 -0.58 -1.64 0.19
H -3.65 -1.48 -0.14 0.20

---

Entry 2:
32
Properties=species:S:1:pos:R:3:nbo_charge:R:1 method="wB97M-V/def2-TZVPD" homo_lumo_gap_ev=6.66 de_lowest_kcal_mol=0.00 lumo_energy_ev=-0.667 e_homo_ev=-7.329
Sn 1.04 -0.42 0.54 1.69
Cl 0.80 -2.71 0.14 -0.52
Cl 2.27 -0.22 2.56 -0.57
C 2.49 0.30 -0.78 -0.86
H 2.97 1.21 -0.42 0.23
H 3.19 -0.44 -1.19 0.23
C 0.14 1.04 -0.93 -0.51
C 1.26 0.65 -1.78 -0.29
H 0.32 1.93 -0.32 0.23
C 0.93 -0.56 -2.67 -0.42
H 1.61 1.50 -2.39 0.20
C -0.36 -0.33 -3.46 -0.40
H 1.77 -0.75 -3.34 0.21
H 0.80 -1.46 -2.05 0.21
C -1.56 -0.01 -2.57 -0.40
H -0.19 0.52 -4.14 0.19
H -0.59 -1.21 -4.08 0.21
C -1.26 1.04 -1.48 -0.42
H -2.39 0.36 -3.19 0.20
H -1.91 -0.92 -2.08 0.20
H -1.44 2.04 -1.91 0.19
H -2.00 0.97 -0.66 0.21
N -0.85 -1.21 4.19 -0.68
C -0.79 0.28 4.01 -0.34
C -0.70 0.55 2.52 0.76
O -0.55 1.67 2.05 -0.60
O -0.68 -0.58 1.82 -0.84
H -1.84 -1.49 4.18 0.43
H -0.47 -1.49 5.09 0.43
H -0.38 -1.68 3.40 0.50
H -1.70 0.74 4.40 0.24
H 0.08 0.67 4.54 0.26

---

Entry 3:
33
Properties=species:S:1:pos:R:3:lowdin_charge:R:1 method="wB97M-V/def2-TZVPD" homo_lumo_gap_ev="5.04 / 5.07" s2=3.7560 charge=+2 de_lowest_kcal_mol=30.98 multiplicity=4 lumo_energy_ev="-9.373 / -9.372" e_homo_ev="-14.412 / -14.443"
C 0.41 4.38 -4.47 0.08
C 1.15 4.34 -3.22 0.10
H 0.74 5.31 -5.00 0.15
H -0.67 4.50 -4.21 0.15
H 0.62 3.48 -5.09 0.15
O 1.68 3.80 -2.33 0.33
I 0.32 -0.36 -4.39 -0.12
Nd 0.37 -0.22 -1.39 0.85
P -1.15 0.93 1.26 0.71
C -0.69 1.37 3.00 -0.28
C -1.66 2.57 0.62 -0.30
H -3.13 -0.33 0.70 -0.03
H -3.58 0.93 1.90 0.07
H -2.74 -0.58 2.41 0.06
C -2.81 0.18 1.62 -0.28
H -1.94 2.45 -0.43 0.03
H -2.51 3.00 1.15 0.06
H -1.44 1.97 3.53 0.07
H 0.24 1.93 3.02 0.03
H -0.82 3.28 0.68 0.04
H -0.53 0.46 3.59 0.05
C 1.78 0.17 1.17 -0.11
O 2.21 -0.19 2.18 0.09
Cl -1.82 -1.42 -1.28 -0.11
C 1.36 -5.58 0.84 -0.06
C 2.31 -4.39 0.54 -0.18
C 1.74 -3.20 -0.06 -0.08
N 1.30 -2.22 -0.52 0.00
H 0.60 -5.26 1.56 0.09
H 1.85 -6.47 1.28 0.10
H 0.88 -5.92 -0.08 0.09
H 2.79 -4.12 1.48 0.13
H 3.14 -4.77 -0.05 0.14

---

Entry 4:
33
Properties=species:S:1:pos:R:3:nbo_charge:R:1 method="wB97M-V/def2-TZVPD" homo_lumo_gap_ev=6.89 charge=-1 lumo_energy_ev=2.473 e_homo_ev=-4.412
C 2.11 0.60 -0.99 -0.68
C 1.69 -0.80 -1.66 -0.32
I 2.53 -2.39 -0.33 0.01
C 0.18 -1.19 -1.93 -0.60
I 0.09 -2.02 -4.01 0.02
P -1.20 0.08 -1.80 0.92
C -2.66 1.30 -1.55 -0.51
N -2.97 2.14 -2.78 -0.87
N -0.99 0.14 0.00 -0.81
C -1.88 -0.82 0.49 0.22
S -3.09 -1.99 0.90 -0.08
H 2.74 1.23 -1.78 0.21
H 2.87 0.41 -0.09 0.23
H 1.28 1.31 -0.60 0.26
H 2.32 -0.92 -2.67 0.24
H -0.11 -2.12 -1.25 0.25
H -0.37 1.23 -2.02 -0.18
H -1.49 0.02 -3.25 -0.16
H -2.18 -1.01 -1.67 -0.20
H -3.65 0.76 -1.14 0.19
H -2.37 2.07 -0.69 0.18
H -2.07 2.56 -3.15 0.35
H -3.31 1.53 -3.57 0.35
N 0.35 -0.11 2.86 -0.50
C 1.38 -0.99 2.69 -0.08
C 2.27 -0.81 3.72 -0.32
C 1.76 0.22 4.55 -0.33
C 0.57 0.63 3.99 -0.08
H -0.45 -0.01 2.24 0.43
H 1.40 -1.67 1.85 0.22
H 3.20 -1.36 3.87 0.21
H 2.20 0.61 5.46 0.21
H -0.14 1.38 4.31 0.20

---

Entry 5:
31
Properties=species:S:1:pos:R:3:nbo_charge:R:1 method="wB97M-V/def2-TZVPD" homo_lumo_gap_ev=8.72 smiles="CCNC(=S)N1CCC[C@H](C(N)=O)C1" lumo_energy_ev=0.703 e_homo_ev=-8.019
C 2.42 -0.37 3.50 -0.62
C 1.85 -1.31 2.43 -0.22
N 0.80 -0.68 1.67 -0.60
C 1.01 0.00 0.52 0.33
S 2.51 -0.03 -0.21 -0.33
N -0.02 0.70 0.00 -0.43
C -1.38 0.54 0.51 -0.23
C -2.38 1.29 -0.36 -0.40
C -2.35 0.75 -1.79 -0.41
C -0.91 0.47 -2.25 -0.33
C -0.60 -1.03 -2.15 0.68
N 0.59 -1.38 -2.67 -0.81
O -1.37 -1.84 -1.69 -0.63
C 0.07 1.23 -1.35 -0.23
H 2.85 0.51 3.02 0.22
H 3.20 -0.88 4.05 0.21
H 1.65 -0.05 4.19 0.20
H 1.44 -2.20 2.90 0.19
H 2.64 -1.59 1.73 0.24
H -0.07 -0.53 2.16 0.39
H -1.65 -0.52 0.53 0.22
H -1.43 0.94 1.54 0.19
H -2.15 2.36 -0.35 0.20
H -3.37 1.16 0.06 0.22
H -2.91 -0.18 -1.83 0.24
H -2.83 1.47 -2.46 0.21
H -0.76 0.78 -3.29 0.23
H 1.31 -0.71 -2.87 0.40
H 0.90 -2.34 -2.53 0.40
H 1.10 1.12 -1.67 0.26
H -0.17 2.30 -1.34 0.20

---

Entry 6:
33
Properties=species:S:1:pos:R:3:nbo_charge:R:1 method="wB97M-V/def2-TZVPD" homo_lumo_gap_ev=7.86 charge=+1 lumo_energy_ev=-3.080 e_homo_ev=-10.944
C -0.06 2.45 -2.09 -0.35
C 0.56 1.36 -2.60 -0.23
C 0.18 -0.03 -2.17 -0.27
N 1.01 -1.08 -2.77 -0.54
C 2.24 -1.32 -2.38 0.58
N 2.88 -0.63 -1.41 -0.47
C 4.05 -1.19 -1.30 0.28
N 4.22 -2.20 -2.15 -0.34
N 3.06 -2.29 -2.86 -0.37
H -0.45 3.20 -2.76 0.21
H -0.12 2.54 -1.01 0.24
H 1.39 1.49 -3.30 0.21
H 0.18 -0.12 -1.07 0.23
H -0.84 -0.21 -2.48 0.24
H 0.62 -1.65 -3.50 0.42
H 4.80 -0.87 -0.58 0.25
H 5.02 -2.80 -2.26 0.46
H 2.86 -2.97 -3.57 0.45
C -2.81 0.35 3.78 -0.41
C -1.38 -0.18 3.59 -0.40
C -1.16 -0.37 2.09 -0.68
S -2.23 0.83 1.27 2.17
O -3.22 0.11 0.51 -0.94
O -1.42 1.85 0.64 -0.96
C -2.97 1.47 2.76 -0.67
H -2.97 0.71 4.79 0.24
H -3.53 -0.44 3.58 0.22
H -0.67 0.55 3.98 0.21
H -1.22 -1.11 4.13 0.23
H -0.13 -0.18 1.79 0.24
H -1.46 -1.36 1.76 0.25
H -4.01 1.73 2.55 0.26
H -2.41 2.36 3.04 0.24

---

Entry 7:
29
Properties=species:S:1:pos:R:3:nbo_charge:R:1 method="wB97M-V/def2-TZVPD" homo_lumo_gap_ev=10.96 smiles=CC(C)(C)C(O)(O)C(C)(C)C#N de_lowest_kcal_mol=53.48 lumo_energy_ev=0.570 e_homo_ev=-10.387
C 0.17 0.34 2.26 -0.64
C -0.81 0.37 1.03 -0.06
C -1.82 1.42 1.08 -0.66
C -1.60 -1.00 1.04 -0.64
C -0.11 0.58 -0.41 0.57
O 0.54 1.77 -0.28 -0.72
O -1.17 0.72 -1.48 -0.76
C 0.99 -0.42 -0.94 -0.20
C 0.54 -1.41 -2.00 -0.61
C 2.35 0.26 -1.48 -0.58
C 1.49 -1.28 0.19 0.32
N 1.87 -2.04 0.97 -0.36
H 0.90 -0.53 2.33 0.25
H 0.62 1.34 2.40 0.22
H -0.60 0.27 3.06 0.21
H -2.15 1.81 0.04 0.26
H -1.31 2.33 1.51 0.22
H -2.64 1.31 1.84 0.22
H -2.54 -0.88 0.52 0.21
H -1.74 -1.18 2.07 0.22
H -0.95 -1.89 0.76 0.22
H 0.77 2.12 -1.19 0.48
H -1.73 -0.06 -1.46 0.48
H 0.09 -0.97 -2.88 0.23
H -0.25 -2.20 -1.65 0.22
H 1.33 -1.90 -2.50 0.22
H 3.07 -0.50 -1.46 0.23
H 2.12 0.56 -2.54 0.21
H 2.56 1.05 -0.82 0.23

---

Entry 8:
29
Properties=species:S:1:pos:R:3:nbo_charge:R:1 method="wB97M-V/def2-TZVPD" homo_lumo_gap_ev=10.03 de_lowest_kcal_mol=92.65 lumo_energy_ev=0.714 e_homo_ev=-9.319
C -2.37 -0.15 1.67 -0.61
C -0.98 0.62 1.42 -0.50
C -0.52 0.38 -0.01 0.26
N -1.00 1.15 -0.91 -0.18
O -1.94 2.11 -0.54 -0.58
C 0.41 -0.69 -0.57 -0.09
C -0.27 -1.15 -1.92 -0.56
C 0.52 -1.91 0.34 -0.61
C 1.78 -0.03 -0.94 -0.50
C 2.43 0.68 0.22 0.61
C 2.44 2.17 0.20 -0.72
O 2.73 0.07 1.17 -0.55
H -2.32 -1.30 1.78 0.20
H -2.82 -0.04 0.66 0.22
H -2.89 0.07 2.65 0.23
H -0.28 0.31 2.25 0.23
H -1.33 1.69 1.55 0.25
H -1.68 2.93 -1.03 0.48
H -0.36 -0.38 -2.54 0.22
H -1.27 -1.52 -1.60 0.21
H 0.41 -1.97 -2.40 0.20
H -0.51 -2.25 0.60 0.21
H 1.03 -1.66 1.21 0.23
H 0.82 -2.99 -0.21 0.22
H 2.51 -0.82 -1.25 0.24
H 1.74 0.79 -1.75 0.22
H 3.33 2.40 -0.22 0.23
H 2.24 2.50 1.21 0.24
H 1.60 2.47 -0.45 0.22

---

Entry 9:
28
Properties=species:S:1:pos:R:3:nbo_charge:R:1 method="wB97M-V/def2-TZVPD" homo_lumo_gap_ev=10.89 de_lowest_kcal_mol=47.84 lumo_energy_ev=0.615 e_homo_ev=-10.274
C -0.29 2.30 0.99 0.22
C 1.39 0.00 1.41 -0.46
C 0.26 0.46 0.51 -0.36
C -0.06 -0.51 1.56 -0.09
C -0.18 -1.98 1.14 -0.61
C -0.62 -0.03 2.83 -0.60
C 0.73 1.83 -2.11 -1.16
C -1.82 0.03 -1.74 -1.13
C 0.90 -1.38 -1.86 -1.10
N -0.60 3.37 1.27 -0.43
Si 0.04 0.27 -1.33 1.68
H 2.14 -0.42 0.72 0.22
H 1.76 0.79 2.06 0.24
H -1.05 -2.03 0.43 0.22
H -0.30 -2.57 2.02 0.23
H 0.76 -2.43 0.70 0.22
H -1.71 -0.15 2.78 0.21
H -0.31 1.00 2.88 0.23
H -0.22 -0.43 3.74 0.22
H 1.47 1.89 -2.94 0.26
H -0.33 2.18 -2.51 0.25
H 1.19 2.62 -1.50 0.27
H -2.41 0.98 -1.62 0.25
H -2.16 -0.58 -2.64 0.26
H -2.12 -0.31 -0.72 0.24
H 0.40 -2.29 -2.05 0.24
H 1.41 -1.03 -2.83 0.24
H 1.75 -1.57 -1.20 0.23

---

Entry 10:
42
Properties=species:S:1:pos:R:3:nbo_charge:R:1 method="wB97M-V/def2-TZVPD" homo_lumo_gap_ev=5.89 charge=-1 de_lowest_kcal_mol=15.67 lumo_energy_ev=2.181 e_homo_ev=-3.710
C 1.42 -3.15 2.16 -1.03
B 1.88 -2.59 0.73 0.47
O 1.97 -3.57 -0.28 -0.97
Al 2.34 -0.53 0.51 1.07
Br 2.17 0.54 2.69 -0.60
C 1.08 0.49 -0.72 -0.99
C 0.02 -0.41 -1.43 -0.39
C -1.25 -0.49 -0.51 -0.41
C -2.54 0.03 -1.17 -0.47
C -2.88 1.48 -0.86 0.63
F -1.70 2.15 -0.93 -0.32
F -3.63 2.05 -1.80 -0.32
C -3.40 1.80 0.56 0.47
F -2.49 1.63 1.47 -0.28
F -3.68 3.10 0.59 -0.30
S -4.95 0.89 1.14 2.36
F -4.61 1.26 2.65 -0.46
F -5.80 2.23 1.08 -0.46
F -5.38 0.52 -0.33 -0.46
F -4.16 -0.46 1.34 -0.46
F -6.26 0.15 1.64 -0.45
P 4.57 -0.17 -0.25 0.07
C 4.32 0.28 -2.07 -0.90
C 5.12 1.39 0.65 -0.90
H 1.71 -2.49 2.98 0.24
H 1.95 -4.11 2.32 0.22
H 0.35 -3.38 2.18 0.23
H 1.26 -3.49 -0.93 0.49
H 1.60 1.03 -1.53 0.20
H 0.59 1.27 -0.14 0.21
H 0.40 -1.43 -1.59 0.18
H -0.24 0.07 -2.38 0.18
H -1.01 -0.04 0.45 0.23
H -1.40 -1.56 -0.32 0.20
H -3.36 -0.66 -0.96 0.23
H -2.39 0.00 -2.25 0.23
H 5.21 0.11 -2.66 0.21
H 3.47 -0.31 -2.40 0.22
H 3.99 1.33 -2.11 0.20
H 4.94 1.23 1.72 0.24
H 4.56 2.24 0.27 0.20
H 6.19 1.56 0.51 0.20

---

Entry 11:
52
Properties=species:S:1:pos:R:3:nbo_charge:R:1 method="wB97M-V/def2-TZVPD" homo_lumo_gap_ev=4.40 charge=+2 lumo_energy_ev=-8.141 e_homo_ev=-12.542
K -2.34 4.25 -2.22 0.99
K 2.53 3.30 -3.97 0.99
K -1.19 0.84 -4.87 1.00
As 0.27 0.64 -1.07 2.84
F 1.50 1.30 -2.12 -0.67
F 1.13 1.20 0.33 -0.61
F -1.05 0.15 -0.08 -0.61
F -0.57 -0.02 -2.48 -0.68
F 1.12 -0.86 -0.97 -0.59
F -0.62 2.18 -1.25 -0.68
C 4.63 -0.12 -2.54 -0.49
N 5.74 -1.06 -2.74 0.53
O 6.36 -0.90 -3.77 -0.38
O 5.90 -1.97 -1.98 -0.32
H 3.67 -0.61 -2.67 0.24
H 4.75 0.65 -3.30 0.19
H 4.65 0.33 -1.55 0.24
C -1.48 -3.25 -0.74 -0.51
N -2.93 -3.07 -0.80 0.53
O -3.42 -2.98 -1.92 -0.39
O -3.54 -2.96 0.24 -0.38
H -0.86 -2.92 -1.57 0.23
H -1.27 -4.32 -0.64 0.26
H -1.13 -2.72 0.14 0.25
C 2.86 3.27 1.44 -0.48
N 2.91 3.55 -0.03 0.55
O 3.94 3.21 -0.59 -0.38
O 2.01 4.17 -0.57 -0.44
H 3.29 4.17 1.87 0.25
H 3.52 2.44 1.66 0.25
H 1.87 3.05 1.81 0.25
C 0.06 -1.14 2.99 -0.08
C 0.81 -1.99 4.05 -0.12
O 2.00 -2.29 3.40 -0.66
S 1.63 -2.88 1.94 2.51
O 1.13 -4.21 2.10 -0.88
O 2.75 -2.69 1.07 -0.87
O 0.44 -1.76 1.74 -0.71
H 0.36 -0.09 2.92 0.19
H -1.02 -1.13 3.09 0.20
H 0.18 -2.79 4.44 0.21
H 1.06 -1.37 4.92 0.22
N -4.30 0.42 0.60 -0.50
C -4.19 1.63 0.00 -0.11
C -5.43 2.24 0.03 -0.31
C -6.34 1.28 0.57 -0.30
C -5.62 0.18 0.93 -0.04
H -3.60 -0.29 0.68 0.42
H -3.24 2.08 -0.28 0.16
H -5.72 3.23 -0.26 0.21
H -7.41 1.43 0.64 0.24
H -5.78 -0.77 1.40 0.23

---

Entry 12:
44
Properties=species:S:1:pos:R:3:nbo_charge:R:1 method="wB97M-V/def2-TZVPD" homo_lumo_gap_ev="5.22 / 5.22" charge=+3 lumo_energy_ev="-11.498 / -11.499" e_homo_ev="-16.722 / -16.722"
Tc -0.78 -0.64 -0.13 0.99
S -1.89 1.50 -4.24 -0.50
As -3.32 0.62 -5.34 0.88
S -2.11 -1.71 -3.08 0.11
S -2.66 -0.70 -1.41 0.12
S -3.62 -1.53 -4.40 -0.16
C 3.54 0.58 -3.27 -0.44
N 2.12 0.23 -3.07 -0.32
C 1.30 -0.03 -4.26 -0.43
C 1.60 0.14 -1.86 0.68
N 0.28 -0.06 -1.67 -0.76
N 2.46 0.26 -0.80 -0.58
C 2.13 0.23 0.54 0.68
N 3.12 0.53 1.37 -0.74
N 0.92 -0.06 0.92 -0.77
H 3.69 0.82 -4.32 0.27
H 4.20 -0.26 -3.02 0.24
H 3.81 1.47 -2.71 0.23
H 1.97 -0.23 -5.09 0.26
H 0.69 0.84 -4.51 0.24
H 0.68 -0.91 -4.12 0.22
H -0.24 0.04 -2.54 0.43
H 3.43 0.38 -1.02 0.44
H 4.03 0.81 1.06 0.43
H 2.97 0.50 2.37 0.44
H 0.75 -0.02 1.92 0.43
C -0.01 0.34 5.41 -0.60
C -1.47 -0.02 5.10 -0.46
C -1.84 0.26 3.68 0.14
N -1.14 -0.07 2.66 -0.33
N -1.74 0.26 1.44 -0.39
C -2.90 0.93 1.61 0.29
N -3.63 1.47 0.64 -0.73
S -3.32 1.09 3.26 0.51
H 0.20 0.12 6.45 0.26
H 0.17 1.40 5.24 0.22
H 0.67 -0.25 4.80 0.20
H -2.15 0.52 5.75 0.25
H -1.64 -1.08 5.28 0.26
H -3.34 1.46 -0.32 0.42
H -4.49 1.95 0.86 0.45
S -0.94 -5.14 0.44 0.50
C -0.82 -3.63 0.27 0.15
N -0.72 -2.41 0.13 -0.54

---

Entry 13:
29
Properties=species:S:1:pos:R:3:nbo_charge:R:1 method="wB97M-V/def2-TZVPD" homo_lumo_gap_ev=9.23 de_lowest_kcal_mol=49.88 lumo_energy_ev=0.642 e_homo_ev=-8.584
B -1.16 0.78 0.45 0.74
C -2.36 0.09 -0.21 -0.49
C -1.96 -1.04 -0.79 0.03
C -0.53 -1.40 -0.97 -0.20
C -1.44 2.10 1.25 -0.95
C -2.78 -2.15 -1.42 -0.65
C 1.76 1.49 1.28 -0.62
C 2.16 -0.98 0.79 -0.61
C 2.27 0.54 -1.04 -0.61
C 1.50 0.35 0.31 0.12
N 0.07 0.20 0.15 -0.65
H -3.37 0.38 -0.39 0.21
H -0.14 -2.35 -0.52 0.22
H -0.20 -1.12 -2.03 0.23
H -2.52 2.42 1.32 0.23
H -0.92 3.07 0.81 0.23
H -1.00 1.79 2.22 0.23
H -2.53 -2.17 -2.50 0.21
H -3.87 -1.88 -1.44 0.22
H -2.46 -3.03 -0.94 0.22
H 1.10 1.21 2.15 0.21
H 2.87 1.57 1.61 0.22
H 1.23 2.33 0.93 0.22
H 2.11 -0.98 1.87 0.20
H 3.21 -1.09 0.59 0.21
H 1.59 -1.87 0.46 0.21
H 3.28 0.93 -0.85 0.21
H 2.34 -0.46 -1.50 0.20
H 1.78 1.29 -1.59 0.21

---

Entry 14:
35
Properties=species:S:1:pos:R:3:nbo_charge:R:1 method="wB97M-V/def2-TZVPD" homo_lumo_gap_ev=6.73 charge=-1 de_lowest_kcal_mol=0.00 lumo_energy_ev=2.120 e_homo_ev=-4.607
C -1.37 2.75 -2.73 -0.24
O -0.71 2.93 -1.51 -0.56
C 0.58 2.35 -1.44 -0.42
Nb 0.53 0.59 0.06 1.51
S -1.58 -0.31 -0.93 -0.56
C 1.05 -1.03 1.59 -0.83
C -0.11 -1.90 2.09 -0.44
C -1.06 -1.18 3.05 -0.22
N -2.49 -1.26 2.75 -0.83
N -0.61 1.80 1.39 -0.81
C -0.13 2.90 1.54 0.85
O 0.23 4.02 1.64 -0.56
C 1.92 -0.36 -1.44 -0.47
Br 3.32 0.80 -2.06 0.02
C 1.88 -1.61 -1.90 -0.11
C 0.83 -2.61 -1.52 -0.67
Br 3.14 -2.33 -3.15 -0.02
H -1.13 3.55 -3.43 0.16
H -1.12 1.79 -3.18 0.18
H -2.44 2.74 -2.54 0.18
H 0.91 1.98 -2.40 0.18
H 1.31 3.10 -1.14 0.19
H 1.98 1.45 0.73 -0.26
H -2.48 0.48 -0.36 0.17
H 1.47 -0.51 2.45 0.23
H 1.86 -1.66 1.22 0.21
H -0.68 -2.34 1.28 0.20
H 0.32 -2.74 2.63 0.18
H -0.78 -0.13 3.14 0.21
H -0.94 -1.62 4.04 0.17
H -2.67 -0.78 1.88 0.36
H -2.73 -2.23 2.60 0.34
H 0.65 -2.62 -0.46 0.24
H -0.09 -2.40 -2.06 0.23
H 1.14 -3.60 -1.82 0.22